(1)
Density functional theory data (the ωB97M-V functional and the def2-TZVPD basis) for a cluster of 2 separate species, CH4FINP in total.

Results
E_HOMO (alpha / beta) in eV: -9.801 / -8.106
2S+1: 1
LUMO level (alpha / beta) in eV: -0.99 / -0.29
Net charge: 0
Energy relative to the best compared isomer or geometry (same formula, charge and spin) in eV: 2.987
Frontier orbital gap (alpha / beta) in eV: 8.82 / 7.82

The geometry in XYZ format:
```
9
Properties=species:S:1:pos:R:3:forces:R:3:lowdin_charge:R:1
C 0.00987 0.18183 -0.20372 0.3257 0.6683 -0.1129 -0.26
N -0.45058 -1.06664 0.25144 -0.6879 -1.0826 0.1614 -0.03
F -3.98601 -2.23927 -0.28679 0.2405 0.4682 0.3613 -0.52
P -3.55785 -1.09056 0.76793 0.0160 -0.4206 -0.4094 0.33
I -3.65880 -2.36487 2.80912 0.0433 0.0219 0.0189 0.24
H -0.02577 0.99400 0.53718 -0.0081 -0.0560 -0.1357 0.07
H 1.07140 0.05590 -0.48639 -0.0887 0.1238 -0.0040 0.09
H -0.53400 0.46217 -1.10717 0.0924 0.1290 0.0152 0.06
H -0.18686 -1.22267 1.22335 0.0668 0.1480 0.1053 0.02
```
Positions in Å, forces in eV/Å.



(2)
Density functional theory data (the ωB97M-V functional and the def2-TZVPD basis) for a cluster of 16 separate species, H32O16 in total.

Results
E_HOMO in eV: -9.923
2S+1: 1
LUMO level in eV: -0.37
Net charge: 0
Energy relative to the best compared isomer or geometry (same formula, charge and spin) in eV: 5.176
Frontier orbital gap in eV: 9.56

The geometry in XYZ format:
```
48
Properties=species:S:1:pos:R:3:forces:R:3:lowdin_charge:R:1
O -0.05898 -3.46499 0.71340 1.5243 -0.2560 1.4022 -0.06
H -0.53591 -2.68521 0.49329 -1.0099 0.8592 -0.8981 -0.05
H 0.47314 -3.08790 1.46751 -0.5522 -1.1240 -1.0043 0.00
O -2.25553 2.38642 1.22633 -2.0369 0.9227 0.6737 -0.01
H -1.61424 1.81347 0.89849 1.7525 -1.7707 -1.0335 -0.04
H -1.75873 3.11266 1.55957 0.5462 1.0087 0.4250 0.02
O -0.46022 0.23209 -2.54980 0.2190 -0.9786 0.7375 -0.01
H -0.86500 1.07624 -2.64331 -0.6051 1.3100 -0.3753 0.04
H 0.32011 0.22128 -3.09254 0.2653 -0.0775 -0.5402 0.05
O 2.74648 -0.95242 0.82327 0.0583 0.2261 0.7828 -0.04
H 2.58022 -1.12016 -0.10509 -0.0964 -0.2443 -0.8336 0.01
H 3.51465 -0.37593 0.84066 0.0037 0.0668 -0.0369 0.06
O -0.15659 -3.03381 -2.72746 0.6359 1.2677 1.1256 -0.10
H -0.95974 -3.04714 -3.26024 0.0757 0.4662 0.4557 0.02
H -0.16654 -2.27755 -2.04001 -0.5543 -1.9191 -1.8287 0.04
O 2.19826 -0.86750 -1.96819 1.1010 -2.5981 -0.0535 0.00
H 3.00115 -0.86351 -2.50069 0.0986 -0.4499 0.0468 0.08
H 1.91933 -0.00094 -2.06532 -0.8981 3.0254 0.2364 -0.04
O -1.60720 -1.31329 1.89298 -0.7767 -0.2824 0.8800 -0.05
H -1.04016 -1.85286 2.42986 0.0003 -0.8230 0.7171 0.02
H -0.93543 -0.82868 1.43634 0.6143 1.0050 -1.2545 -0.03
O 0.22584 3.28732 -1.28942 -0.0629 -0.3752 -0.3286 -0.04
H 0.38968 4.23178 -1.30953 -0.0823 0.1619 0.1349 0.07
H 0.46526 2.97633 -0.40292 -0.2801 0.2421 0.5257 0.00
O -3.68710 0.01429 0.70176 -0.4315 -0.0566 0.1503 -0.07
H -2.82181 -0.12818 1.12372 -0.6654 -0.1710 -0.0776 0.00
H -4.30266 -0.51799 1.22519 0.3363 0.1772 -0.1071 0.06
O 1.11259 -2.16256 2.79447 0.3618 0.7684 0.7418 -0.04
H 1.63633 -1.43983 2.42536 0.3991 -0.1899 -1.0807 0.01
H 0.91720 -1.75245 3.63664 -0.5035 -0.4915 0.6625 0.06
O 2.62619 2.06716 -1.52751 3.0617 -1.3518 -0.7880 -0.05
H 3.05118 2.31786 -2.37582 -0.7600 0.0105 0.8861 0.08
H 1.77999 2.44702 -1.45505 -1.9519 1.2236 -0.5150 -0.06
O 1.50770 2.86070 1.19178 -0.0097 -0.0873 0.2130 -0.06
H 1.88453 2.18967 1.79855 -0.2252 0.2761 -0.3956 0.02
H 2.25376 3.32442 0.80607 0.2600 -0.0133 0.0189 0.05
O -3.27272 0.40723 -2.14662 -0.4365 0.0995 -0.1234 -0.07
H -3.90769 0.26475 -1.42786 0.0571 0.2258 -0.0118 0.02
H -2.47364 0.12528 -1.70396 0.2858 -0.2491 0.1419 -0.03
O -0.03254 0.07998 0.25127 -3.1236 0.4501 0.9752 0.02
H -0.13790 0.30089 -0.65670 -0.1923 -0.0559 -1.6295 0.00
H 0.85251 0.00566 0.43656 3.6344 -0.2007 0.7085 -0.03
O -2.07745 -1.85089 -0.89713 -0.2564 -0.5228 0.0131 -0.07
H -2.44850 -1.94382 -1.78567 -0.0170 -0.0032 0.2393 0.05
H -2.56293 -2.49110 -0.34511 0.2829 0.4763 -0.2503 0.08
O 1.73077 0.86593 3.01261 -2.2001 0.8878 -0.0267 -0.04
H 2.11481 0.35606 3.69795 1.0055 -0.6794 1.0550 0.04
H 0.83754 1.09422 3.39231 1.1484 -0.1854 -0.7560 0.11
```
Positions in Å, forces in eV/Å.



(3)
Density functional theory data (the ωB97M-V functional and the def2-TZVPD basis) for a cluster of 2 separate species, C2H9N2O2 in total.

Results
E_HOMO in eV: -14.625
2S+1: 1
LUMO level in eV: -3.65
Net charge: +1
Energy relative to the best compared isomer or geometry (same formula, charge and spin) in eV: 0.846
Frontier orbital gap in eV: 10.97

The geometry in XYZ format:
```
15
Properties=species:S:1:pos:R:3:forces:R:3:lowdin_charge:R:1
N 1.24399 -0.45607 -2.27687 -0.4056 0.5076 0.6231 0.19
C 1.24148 -0.53912 -0.77516 0.6124 -0.0869 -0.2452 -0.05
C -0.17135 -0.20613 -0.33755 0.1894 1.1863 0.6687 -0.53
N -0.50913 -0.51400 0.92251 0.2098 0.2227 0.5632 0.20
O -0.82314 0.45515 -1.11883 -0.5491 -0.3951 -0.5464 0.08
H 0.45454 -0.96698 -2.68117 0.3101 -0.3725 -0.0834 0.18
H 2.16011 -0.70664 -2.64380 -0.1748 -0.0697 -0.3613 0.18
H 0.99661 0.52036 -2.47335 0.1713 -0.0220 -0.2826 0.17
H 1.65759 -1.48081 -0.44174 -0.1480 -0.2802 -0.0532 0.14
H 1.92473 0.25790 -0.47044 -0.1442 -0.0856 0.2868 0.15
H 0.24095 -0.53365 1.60223 0.0660 -0.5409 -0.1187 0.13
H -1.31460 -0.05503 1.34455 -0.1871 -0.0076 -0.2962 0.09
H -2.42637 1.14689 3.84979 0.0760 -0.1789 0.0586 0.05
H -2.57105 1.91458 2.55725 0.0606 -0.0274 -0.0617 0.05
O -2.10436 1.16355 2.94260 -0.0869 0.1502 -0.1517 -0.05
```
Positions in Å, forces in eV/Å.



(4)
Density functional theory data (the ωB97M-V functional and the def2-TZVPD basis) for an isolated molecule of C6H9NS.

Results
E_HOMO (alpha / beta) in eV: -7.805 / -7.954
2S+1: 1
LUMO level (alpha / beta) in eV: -1.09 / -1.17
Net charge: 0
Energy relative to the best compared isomer or geometry (same formula, charge and spin) in eV: 7.809
Frontier orbital gap (alpha / beta) in eV: 6.72 / 6.78

The geometry in XYZ format:
```
17
Properties=species:S:1:pos:R:3:forces:R:3:lowdin_charge:R:1
C 1.00498 1.35502 -0.64498 -0.8012 -0.9889 -0.3954 -0.07
C 1.82838 0.71107 0.22449 -0.1461 0.7281 -1.2121 -0.20
C 2.13709 -0.70604 0.15593 -0.6847 -1.5928 -0.6492 -0.12
C 1.16845 -1.66916 -0.15551 -0.4313 4.8419 1.1902 -0.21
N -0.17893 -1.41311 -0.42210 1.1051 -0.1593 0.4673 -0.26
S -1.01511 -0.14509 0.07902 -2.6273 -1.9424 -1.2384 0.86
C -2.08357 0.14421 -1.18303 -1.0560 2.8374 4.8075 -0.21
C -1.81815 -0.16752 1.63387 1.6448 0.2037 -2.2550 -0.20
H 0.56203 2.35522 -0.49641 0.8205 -0.4675 -0.0532 0.08
H 0.60810 0.78612 -1.51711 0.5385 0.7463 0.6343 0.06
H 2.23342 1.37776 0.96163 0.4556 -0.2832 0.7396 0.09
H 3.10052 -1.17756 0.42631 -0.5411 0.8875 0.1783 0.10
H 1.43576 -2.58359 0.24658 0.1844 -2.4387 -0.2523 0.07
H -2.91621 0.90705 -0.98593 1.6139 -1.1212 -0.1312 0.06
H -2.03601 -0.23934 -2.11755 0.6779 -1.5477 -2.4395 -0.02
H -1.23753 0.28252 2.42882 -0.0522 0.0003 0.0845 0.00
H -2.79322 0.18245 1.36598 -0.7009 0.2967 0.5247 -0.02
```
Positions in Å, forces in eV/Å.



(5)
Density functional theory data (the ωB97M-V functional and the def2-TZVPD basis) for a cluster of 2 separate species, C4H4Br2O2S in total.

Results
E_HOMO in eV: -9.701
2S+1: 1
LUMO level in eV: 0.35
Net charge: 0
Energy relative to the best compared isomer or geometry (same formula, charge and spin) in eV: 1.538
Frontier orbital gap in eV: 10.05

The geometry in XYZ format:
```
13
Properties=species:S:1:pos:R:3:forces:R:3:lowdin_charge:R:1
C 3.23860 2.88308 0.81880 -0.1362 -0.2409 -0.2727 0.01
C -0.80095 -0.31634 -1.22472 0.1409 -2.8460 -0.7558 -0.08
C 2.84416 1.76340 0.83000 -0.2680 -2.4924 0.3702 -0.68
C -0.72528 -0.41796 0.08106 0.2051 2.6445 -0.3180 -1.00
O 0.26844 -2.70801 0.26950 1.5205 -3.6422 -2.4568 -0.44
O -1.94390 -1.98991 1.37216 0.5022 -1.2947 0.1557 -0.32
S -0.28449 -1.76874 1.14210 -2.7612 3.2573 2.0679 0.76
Br 2.56182 -0.06143 0.95445 0.2624 1.3787 -0.1021 0.77
Br -1.03905 1.17448 1.01937 -0.0439 0.5744 0.8860 0.73
H 3.63340 3.81229 0.60457 0.3640 1.3743 -0.0004 0.01
H -2.16122 -2.88035 1.03018 0.0251 0.3870 0.1716 0.07
H -0.98019 0.54012 -1.85654 -0.1505 0.1597 0.4450 0.07
H -0.74134 -1.31223 -1.70909 0.3397 0.7403 -0.1904 0.08
```
Positions in Å, forces in eV/Å.



(6)
Density functional theory data (the ωB97M-V functional and the def2-TZVPD basis) for a structure of composition C15H25O3P2PdS.

Results
E_HOMO (alpha / beta) in eV: -17.010 / -18.608
2S+1: 5
LUMO level (alpha / beta) in eV: -8.76 / -13.00
Net charge: +3
Frontier orbital gap (alpha / beta) in eV: 8.25 / 5.61
Expectation value of S²: 6.02

The geometry in XYZ format:
```
47
Properties=species:S:1:pos:R:3:forces:R:3:lowdin_spin:R:1
Pd -0.52209 -0.03151 0.90616 -0.6594 -0.2651 0.2898 1.23
C -2.56518 2.78320 0.39100 -0.0239 -0.0339 0.0455 0.07
P -1.89587 1.37123 -0.52387 0.1763 0.0419 -0.2178 0.28
C -1.22769 2.01791 -2.06285 -0.0629 0.0581 -0.0064 0.04
C -3.09373 0.09445 -0.89497 0.0025 0.0419 -0.0089 0.15
C -3.61215 0.02141 -2.20129 0.0803 -0.0804 -0.0403 0.03
C -4.50419 -0.97089 -2.53821 0.0031 0.0114 -0.0054 0.06
C -4.83767 -1.96307 -1.60432 0.0081 -0.0089 0.0005 0.12
C -4.28892 -1.94677 -0.32652 -0.0053 0.0086 0.0063 0.01
C -3.44198 -0.92132 0.05958 -0.1675 0.0355 0.0762 0.12
P -2.68677 -0.93051 1.70424 0.1770 0.1292 0.0174 0.27
C -3.68466 0.04803 2.85473 -0.0217 -0.0455 0.0149 0.06
C -2.69418 -2.61696 2.33003 -0.0076 -0.0091 -0.0197 0.04
H -3.32192 3.25100 -0.24445 -0.0009 0.0029 0.0033 0.01
H -1.75645 3.49118 0.57330 0.0044 -0.0031 -0.0044 0.00
H -3.01586 2.50244 1.33693 0.0156 0.0011 0.0096 0.00
H -1.98357 2.58646 -2.60980 0.0033 0.0087 0.0039 0.01
H -0.84682 1.20977 -2.68518 0.0078 0.0013 0.0033 0.00
H -0.41306 2.70000 -1.81510 0.0075 -0.0077 -0.0005 0.00
H -3.34939 0.76505 -2.94036 0.0001 0.0029 0.0025 0.00
H -4.94923 -0.98697 -3.52435 -0.0056 -0.0005 0.0025 0.00
H -5.53008 -2.74821 -1.88055 0.0001 -0.0001 -0.0008 0.00
H -4.54929 -2.73619 0.36550 -0.0091 0.0029 0.0010 0.00
H -4.69908 -0.35662 2.87248 0.0034 -0.0084 0.0121 0.01
H -3.72809 1.09987 2.59195 -0.0094 0.0011 -0.0038 0.00
H -3.24170 -0.04849 3.84721 0.0070 0.0070 -0.0023 0.00
H -3.71101 -2.92540 2.58097 -0.0005 -0.0049 -0.0073 0.01
H -2.10338 -2.63919 3.24751 -0.0051 0.0032 0.0037 0.00
H -2.25659 -3.29954 1.60347 0.0135 0.0032 0.0059 0.00
O 0.21098 -2.04469 1.01039 0.0600 0.0188 -0.0732 0.24
C 0.65200 -1.83480 2.18192 0.0833 0.0197 -0.0447 0.04
O 0.48503 -0.69252 2.68656 0.0873 0.0677 -0.0333 0.21
H 1.15970 -2.62932 2.73561 -0.0096 -0.0034 0.0034 0.01
O 3.35045 0.30861 -0.34331 0.2249 0.0292 -0.0508 0.44
S 4.66405 0.14814 -0.97893 0.0017 -0.0038 0.0433 0.38
C 5.97379 -0.62888 -0.00259 0.0034 0.0031 -0.0053 0.07
C 7.20693 -0.02764 -0.66950 0.0058 -0.0043 -0.0209 0.01
C 6.94912 1.47668 -0.87228 0.0047 0.0023 -0.0202 0.02
C 5.53793 1.67701 -1.44445 -0.0001 0.0029 0.0218 0.07
H 5.87122 -1.70960 -0.07016 -0.0018 0.0011 -0.0155 0.00
H 5.81224 -0.28237 1.02179 0.0047 -0.0195 0.0086 0.01
H 7.39984 -0.52310 -1.62260 0.0021 -0.0102 0.0048 0.00
H 8.07407 -0.19588 -0.03282 0.0007 0.0136 0.0034 0.00
H 7.67825 1.89685 -1.56166 0.0039 0.0273 0.0201 0.00
H 7.03136 2.00684 0.07586 -0.0155 -0.0241 0.0145 0.00
H 5.49714 1.75118 -2.53055 0.0100 -0.0358 -0.0025 0.00
H 4.95650 2.48316 -0.99655 0.0033 0.0221 -0.0342 0.01
```
Positions in Å, forces in eV/Å.



(7)
Density functional theory data (the ωB97M-V functional and the def2-TZVPD basis) for an isolated molecule of C3H5N3.

Results
E_HOMO in eV: -8.490
2S+1: 1
LUMO level in eV: 0.74
Net charge: 0
Energy relative to the best compared isomer or geometry (same formula, charge and spin) in eV: 3.774
Frontier orbital gap in eV: 9.23

The geometry in XYZ format:
```
11
Properties=species:S:1:pos:R:3:forces:R:3:lowdin_charge:R:1
N -2.05458 -0.46201 0.24047 0.0412 -0.0187 -0.1027 0.09
C -0.70377 -0.19338 0.07257 0.0151 0.0117 0.0496 -0.46
N 0.19286 -1.15162 0.17553 -0.1195 0.2531 -0.0795 0.08
N 1.38351 -0.57436 -0.08280 0.0768 -0.0098 0.0831 -0.05
C 1.22307 0.79370 -0.24637 0.1334 -0.1271 -0.3815 -0.26
C -0.17905 1.13147 -0.26424 0.2463 -0.2557 0.1777 0.01
H -2.64692 0.22061 -0.20938 0.0788 -0.0283 0.0799 0.08
H -2.31897 -1.41260 0.01915 0.0426 0.1108 0.0743 0.08
H 2.21334 -1.06934 0.20237 -0.0531 0.0727 -0.0897 0.14
H 2.02387 1.38718 -0.67533 -0.0469 -0.0646 0.1846 0.12
H 0.86664 1.33035 0.76804 -0.4147 0.0560 0.0043 0.17
```
Positions in Å, forces in eV/Å.



| no. | largest force on an atom (eV/Å) |
| --- | --- |
| 1 | 1.3 |
| 2 | 3.7 |
| 3 | 1.4 |
| 4 | 5.7 |
| 5 | 4.7 |
| 6 | 0.8 |
| 7 | 0.4 |